Here is 3 unconnected molecules or ions with the total composition C29H57N7O5P2 in a non-equilibrium geometry from the OMol25 dataset. Energies are from ωB97M-V with the def2-TZVPD basis set.

Computed properties:
DFT total energy in hartree: -2580.5628
SMILES: CCCOCC1=CC(=O)c2cccc(CCCN)c2C1=O.CN(C)P(=O)(N(C)C)N(C)C.CN(C)P(=O)(N(C)C)N(C)C
Frontier orbital gap in Ha: 0.2163
Charge: 0
HOMO energy in eV: -7.6246
LUMO energy in eV: -1.74
Energy above the lowest of the compared OMol25 structures with the same formula, charge and spin in eV: 14.466

Each line ends with the Mulliken charge.
Cartesian coordinates (Å):
1 C 1.1529 -3.1349 1.5498  -1.04
2 C 1.4275 -1.7250 0.7214  0.34
3 C 0.0712 -1.0978 0.0202  0.15
4 O -0.8557 -0.4559 0.9653  -0.33
5 C -1.4988 0.7493 0.3460  -0.53
6 C -2.4818 0.3493 -0.9320  0.65
7 C -1.9786 0.2217 -2.3585  -0.06
8 C -2.9828 -0.2305 -3.6172  0.18
9 O -2.8815 0.2920 -4.8576  -0.55
10 C -4.1500 -1.3485 -3.1867  0.28
11 C -4.6681 -2.5549 -4.1805  -0.51
12 C -5.8045 -3.5983 -3.5431  -0.41
13 C -6.4254 -3.4124 -2.0049  -0.40
14 C -5.8844 -2.1821 -1.0189  0.05
15 C -6.5463 -2.0834 0.4831  -0.33
16 C -8.1023 -1.5426 0.3147  -0.42
17 C -9.0795 -1.9498 1.5687  -0.56
18 N -9.1095 -3.4519 1.8692  -0.60
19 C -4.7342 -1.1699 -1.6298  0.18
20 C -4.1091 0.0560 -0.6803  0.06
21 O -4.8273 0.7824 0.1798  -0.57
22 H 2.0491 -3.2349 2.3320  0.27
23 H 1.2322 -4.0748 0.8238  0.33
24 H 0.1133 -3.1658 2.0950  0.26
25 H 2.0390 -0.9465 1.3616  0.00
26 H 2.1512 -2.0300 -0.1765  -0.09
27 H 0.3868 -0.2823 -0.7726  -0.29
28 H -0.5254 -1.9469 -0.5320  0.14
29 H -0.7158 1.5549 -0.0024  0.29
30 H -2.1306 1.2347 1.2350  0.32
31 H -0.8222 0.4359 -2.5387  0.07
32 H -4.2393 -2.7054 -5.2747  0.33
33 H -6.1488 -4.4829 -4.2616  0.27
34 H -7.2487 -4.1798 -1.6178  0.27
35 H -6.0009 -1.3140 1.2007  0.27
36 H -6.4802 -3.1310 1.0499  0.30
37 H -8.5410 -1.9462 -0.7184  0.30
38 H -8.0626 -0.3555 0.1964  0.25
39 H -10.1918 -1.6676 1.2457  0.27
40 H -8.8467 -1.3539 2.5667  0.31
41 H -8.2202 -3.7291 2.3626  0.28
42 H -9.2052 -3.9386 0.9508  0.25
43 C 4.8106 -1.3981 -5.1294  -1.13
44 N 3.8777 -1.2427 -4.0364  0.16
45 C 3.3698 -2.5362 -3.5998  -1.13
46 P 3.3264 0.1094 -3.1837  1.12
47 O 4.1833 -0.2700 -1.9511  -0.80
48 N 4.2803 1.5189 -3.4761  0.17
49 C 5.2155 1.7018 -4.5713  -1.38
50 C 4.8642 2.1646 -2.2866  -1.03
51 N 2.3412 0.5455 -4.6007  0.20
52 C 2.0241 -0.2240 -5.7878  -1.00
53 C 1.8865 1.9300 -4.7364  -1.17
54 H 4.3184 -1.8750 -5.9867  0.44
55 H 5.6581 -2.0282 -4.8400  0.35
56 H 5.2299 -0.4837 -5.5212  0.29
57 H 2.2967 -2.6121 -3.8024  0.32
58 H 3.5266 -2.6827 -2.5308  0.29
59 H 3.8543 -3.3810 -4.1108  0.37
60 H 6.1204 1.1008 -4.4325  0.37
61 H 5.5299 2.7493 -4.6491  0.43
62 H 4.7582 1.4809 -5.5371  0.29
63 H 5.7664 1.6365 -1.9509  0.30
64 H 4.1463 2.1900 -1.4597  0.27
65 H 5.1407 3.2050 -2.4854  0.35
66 H 2.7871 -0.0860 -6.5601  0.28
67 H 1.0663 0.0845 -6.2250  0.33
68 H 1.8967 -1.2895 -5.5882  0.28
69 H 2.5527 2.5029 -5.3825  0.29
70 H 1.8315 2.4287 -3.7629  0.37
71 H 0.8783 1.9924 -5.1653  0.37
72 C 3.5645 2.9461 6.0184  -1.14
73 N 3.4249 2.1008 4.8545  0.08
74 C 4.6847 2.0034 4.1298  -1.19
75 P 2.1286 1.2101 4.2337  1.24
76 O 2.7671 -0.1201 4.7032  -0.83
77 N 0.8311 1.0436 5.3611  0.20
78 C 0.6380 1.8387 6.5602  -1.40
79 C 0.4202 -0.3362 5.6773  -0.96
80 N 1.3946 2.7392 3.6939  0.11
81 C 1.9625 4.0712 3.6218  -0.97
82 C -0.0437 2.7673 3.4242  -0.98
83 H 3.8626 3.9596 5.7208  0.45
84 H 4.3313 2.5603 6.6983  0.35
85 H 2.6715 3.0800 6.6102  0.28
86 H 4.5934 2.4687 3.1430  0.34
87 H 4.9820 0.9637 3.9906  0.32
88 H 5.5158 2.5052 4.6466  0.37
89 H 1.3650 1.5788 7.3369  0.39
90 H -0.3608 1.6768 6.9828  0.42
91 H 0.6754 2.9085 6.3487  0.30
92 H 1.0996 -0.7953 6.4075  0.32
93 H 0.4036 -0.9588 4.7762  0.18
94 H -0.5915 -0.3720 6.0939  0.35
95 H 1.8310 4.6055 4.5677  0.30
96 H 1.4791 4.6746 2.8432  0.36
97 H 3.0185 4.0740 3.3459  0.26
98 H -0.5999 3.1374 4.2862  0.26
99 H -0.4206 1.7714 3.1678  0.19
100 H -0.2905 3.4125 2.5716  0.42

Here is a molecular structure, C38H49I2N5O7PdS2Si from the OMol25 dataset. Energies are from ωB97M-V with the def2-TZVPD basis set.

Computed properties:
DFT total energy in hartree: -4087.1785
Frontier orbital gap (spin up / spin down) in Ha: 0.2536 / 0.2534
Charge: -2
HOMO energy (spin up / spin down) in eV: -4.0294 / -4.0294
LUMO energy (spin up / spin down) in eV: 2.87 / 2.87

Each line ends with the Mulliken charge.
Cartesian coordinates (Å):
1 Pd 0.7761 0.7084 0.1122  0.15
2 I -5.4967 -2.8564 3.3393  0.03
3 C -4.2114 -1.2053 3.0620  -0.24
4 C -2.8557 -1.3549 3.2960  -0.24
5 C -2.0186 -0.2629 3.1076  -0.30
6 C -2.5336 0.9587 2.6973  0.34
7 C -3.9004 1.0934 2.4921  -0.47
8 C -4.7469 0.0072 2.6600  -0.40
9 C -1.5945 2.1282 2.4760  -0.45
10 O -1.8701 3.2175 2.9901  -0.78
11 O -0.5764 1.8961 1.7401  -0.20
12 H -2.4471 -2.3087 3.6026  0.45
13 H -0.9538 -0.3567 3.2710  0.42
14 H -4.2946 2.0549 2.1869  0.45
15 H -5.8098 0.1081 2.4846  0.38
16 C 5.2983 2.1528 1.7866  -0.90
17 N 4.2619 3.0814 2.2202  -0.23
18 C 2.9938 2.6292 2.4152  0.26
19 S 2.6245 0.9790 2.4799  -0.47
20 N 2.0537 3.5343 2.6676  0.23
21 C 2.2719 4.9610 2.7329  -1.09
22 H 6.1898 2.7308 1.5463  0.34
23 H 4.9829 1.5957 0.9044  0.23
24 H 5.5178 1.4495 2.5878  0.30
25 H 4.3013 3.9512 1.6999  0.33
26 H 1.0944 3.1793 2.6064  0.02
27 H 2.9975 5.1997 3.5164  0.34
28 H 1.3195 5.4263 2.9771  0.37
29 H 2.6337 5.3788 1.7875  0.31
30 C -0.2716 -2.2445 -3.7311  -1.95
31 C 0.6320 -1.5206 -2.7294  3.27
32 C 1.9639 -1.1754 -3.4107  -2.12
33 C 0.9724 -2.4996 -1.5981  -2.32
34 Si -0.2287 0.1262 -2.0377  -0.66
35 C -0.0614 1.4654 -3.5150  3.38
36 C 1.3825 2.0000 -3.5469  -2.17
37 C -0.3960 0.9501 -4.9213  -2.18
38 C -0.9785 2.6665 -3.2497  -2.16
39 C -2.1805 -0.1340 -1.7201  3.48
40 C -2.6858 1.0589 -0.8907  -2.01
41 C -2.9901 -0.2069 -3.0205  -1.89
42 C -2.5003 -1.4038 -0.9070  -1.98
43 H 0.2567 -3.1114 -4.1436  0.56
44 H -0.5598 -1.5972 -4.5599  0.29
45 H -1.1807 -2.6110 -3.2514  0.31
46 H 2.5113 -2.0999 -3.6221  0.64
47 H 2.5897 -0.5499 -2.7691  0.30
48 H 1.8144 -0.6565 -4.3565  0.39
49 H 1.5991 -3.3109 -1.9830  0.59
50 H 0.0837 -2.9646 -1.1723  0.28
51 H 1.5232 -2.0022 -0.7970  0.30
52 H 2.0659 1.2948 -4.0167  0.32
53 H 1.7576 2.2055 -2.5473  0.21
54 H 1.4205 2.9310 -4.1253  0.54
55 H 0.3350 0.2273 -5.2838  0.37
56 H -0.3801 1.8030 -5.6104  0.57
57 H -1.3870 0.5000 -4.9834  0.33
58 H -0.8125 3.0765 -2.2591  0.26
59 H -2.0329 2.4113 -3.3517  0.42
60 H -0.7651 3.4574 -3.9787  0.66
61 H -2.6726 1.9890 -1.4576  0.26
62 H -2.0708 1.2004 0.0002  0.02
63 H -3.7158 0.8766 -0.5620  0.56
64 H -2.9003 0.7025 -3.6131  0.38
65 H -4.0492 -0.3294 -2.7672  0.61
66 H -2.6969 -1.0566 -3.6385  0.32
67 H -2.3744 -1.2215 0.1621  0.03
68 H -1.8976 -2.2656 -1.1996  0.29
69 H -3.5504 -1.6771 -1.0512  0.74
70 I -2.0085 7.8370 -0.9936  -0.01
71 C -0.5171 6.3357 -0.9761  -0.26
72 C -0.6789 5.2245 -0.1722  -0.80
73 C 0.3085 4.2474 -0.1971  0.68
74 C 1.4681 4.4141 -0.9403  0.84
75 C 1.6128 5.5550 -1.7223  -0.85
76 C 0.6046 6.5065 -1.7710  -0.56
77 C 2.6514 3.4494 -0.7952  0.16
78 O 3.7680 3.9870 -0.9014  -0.84
79 O 2.4511 2.2131 -0.5896  -0.76
80 H -1.5414 5.1023 0.4705  0.60
81 H 0.1820 3.3603 0.4014  -0.14
82 H 2.5261 5.6870 -2.2876  0.47
83 H 0.7046 7.3818 -2.3993  0.37
84 O 0.4439 -9.3665 0.6386  -0.70
85 S -0.8358 -8.7580 0.9842  1.18
86 O -1.3993 -7.8958 -0.0351  -0.66
87 O -1.7894 -9.6537 1.6143  -0.70
88 C -0.2902 -7.6301 2.3164  0.12
89 N -0.0427 -8.1639 3.5120  -0.51
90 C 0.4637 -7.3515 4.4245  -0.31
91 C 0.7117 -6.0086 4.1867  -0.75
92 C 0.4035 -5.5421 2.9144  0.26
93 N -0.0857 -6.3630 1.9845  -0.32
94 C 0.5848 -4.1271 2.5105  0.87
95 C -0.2091 -3.5968 1.4983  -0.61
96 C -0.0103 -2.2828 1.1174  0.26
97 N 0.9330 -1.4864 1.6301  0.86
98 C 1.6812 -1.9960 2.6055  -0.73
99 C 1.5326 -3.2874 3.0851  -0.98
100 H 0.6749 -7.7952 5.3934  0.41
101 H 1.1031 -5.3571 4.9559  0.37
102 H -0.9550 -4.2217 1.0247  0.70
103 H -0.6311 -1.8241 0.3676  -0.65
104 H 2.4291 -1.3406 3.0336  0.16
105 H 2.1798 -3.6331 3.8810  0.41

Here is a molecular structure, C12H6InN2O5S in a non-equilibrium geometry from the OMol25 dataset. Energies are from ωB97M-V with the def2-TZVPD basis set.

Computed properties:
DFT total energy in hartree: -1533.6967
Frontier orbital gap in Ha: 0.1853
Charge: +3
HOMO energy in eV: -17.8287
LUMO energy in eV: -12.79

Each line ends with the Mulliken charge.
Cartesian coordinates (Å):
1 O 0.1801 -0.4800 -5.9135  0.03
2 C 0.1810 -0.4823 -4.7670  0.24
3 In 0.1873 -0.5058 -2.1648  1.33
4 O -1.5664 -3.4140 -1.8047  0.00
5 C -1.0041 -2.4448 -2.0270  0.25
6 C 1.3537 1.4794 -2.0016  0.30
7 O 1.9272 2.4607 -1.8050  0.00
8 C -1.7892 0.6770 -2.0096  0.29
9 O -2.7642 1.2615 -1.8029  -0.01
10 C 2.1622 -1.6356 -2.0147  0.26
11 O 3.1188 -2.2186 -1.8062  0.01
12 N 0.7322 -2.9108 0.5569  -0.25
13 C 0.4067 -1.6966 1.0670  0.53
14 N 0.1585 -0.5927 0.3607  -0.15
15 C -0.1506 0.5161 1.1768  0.86
16 C -0.4638 1.8440 0.7715  -0.26
17 C -0.7399 2.8017 1.7647  -1.03
18 C -0.7055 2.4429 3.1264  -0.69
19 C -0.3934 1.1217 3.5091  -0.37
20 C -0.1161 0.1582 2.5458  0.23
21 S 0.3010 -1.5605 2.8021  -0.11
22 H 0.8823 -3.6395 1.2455  0.24
23 H 0.8463 -3.1219 -0.4352  -0.01
24 H -0.4855 2.1146 -0.2992  0.04
25 H -0.9822 3.8312 1.4787  0.42
26 H -0.9210 3.1909 3.8986  0.42
27 H -0.3553 0.8033 4.5474  0.42